## A
Below is C32H33CaF6N4O6P2S6 as an isolated structure, with properties calculated with ωB97M-V/def2-TZVPD.

```
90
Properties=species:S:1:pos:R:3:lowdin_spin:R:1
Ca -0.03805 -0.40780 0.83834 0.01
S -2.24197 1.19666 0.34648 0.02
S -1.35477 -0.62207 3.45853 0.00
S 1.45721 -3.22686 -0.79011 0.00
S 0.82980 1.83453 2.63992 0.00
S 2.95600 -2.16862 1.41332 0.00
S -2.64502 2.93448 -2.17380 0.02
P -2.81978 -2.07425 -1.07164 0.00
P -0.27490 0.94150 4.00517 0.00
F 4.09568 -4.36150 2.41444 0.00
F 0.07700 -5.18746 -1.85444 0.00
F 2.09046 -4.02264 3.16270 0.00
F 0.05326 -5.18401 0.30619 0.00
F 1.82437 -5.83050 -0.75664 0.00
F 3.72048 -2.77575 3.84465 0.00
O 0.26953 -2.40298 -0.59072 0.00
O -1.26967 1.96176 4.75828 0.00
O 0.63917 0.55279 5.29547 0.00
O 2.11070 -3.14461 -2.06924 0.00
O 1.85942 -1.35349 2.00182 0.00
O 4.73961 -2.07433 -1.07512 -0.01
N -0.44722 1.84305 -1.62102 -0.01
N 2.37470 -3.33072 0.43906 0.00
N 0.55391 1.10300 -0.98393 0.23
N 3.27090 -0.31301 -0.97560 0.13
C -2.50035 -3.67016 1.16809 0.00
C 1.76606 -0.30396 5.09236 0.00
C -4.10573 -5.17145 2.13525 0.00
C 5.40741 1.45224 -1.47335 0.06
C -5.01208 -4.83076 1.13943 0.00
C 3.21209 -3.42347 2.77814 0.00
C -2.48516 -5.11291 -3.87660 0.00
C 3.02901 1.03073 -1.22767 0.12
C 1.73868 1.58993 -1.34173 0.13
C 4.12689 1.91738 -1.45563 0.05
C -1.40087 -2.61297 -3.35955 0.00
C -1.53094 -4.57935 -4.73415 0.00
C 4.52314 -0.72616 -1.12110 0.02
C -0.67042 3.18873 6.74781 0.00
C -4.97108 -1.56450 -2.89399 0.00
C -0.98822 -3.33017 -4.47431 0.00
C -5.20560 -0.74665 -0.65016 0.00
C 5.64040 0.07217 -1.32207 0.13
C -4.66050 -3.91228 0.16102 0.00
C -2.84781 -4.58833 2.14810 0.00
C -4.45668 -1.43631 -1.60790 0.00
C -6.21760 -1.03598 -3.21294 0.00
C 2.75584 -0.05533 6.20839 0.00
C -0.77884 3.21447 5.23584 0.00
C -2.89957 -4.39410 -2.76565 0.00
C -6.96812 -0.38577 -2.24622 0.00
C -2.36696 -3.13440 -2.50122 0.00
C -4.32735 2.67791 -1.57922 0.00
C -3.39553 -3.32382 0.15789 0.00
C -6.45661 -0.24305 -0.96136 0.00
C -1.62661 1.87634 -1.12100 0.06
C 0.81326 -4.95577 -0.76622 0.00
H -2.89766 -6.09663 -4.06844 0.00
H 1.71845 2.57356 -1.80916 0.01
H -0.30816 4.15322 7.11340 0.00
H -4.39965 -2.08292 -3.65368 0.00
H -4.38514 -5.87991 2.90585 0.00
H -7.02290 0.28827 -0.20616 0.00
H 3.91145 -2.49792 -1.35325 0.00
H 2.21422 -0.09664 4.11927 0.00
H -7.93970 0.02442 -2.49500 0.00
H -1.49196 3.97238 4.90520 0.00
H -0.22303 -2.92108 -5.12146 0.00
H -6.60058 -1.13792 -4.22155 0.00
H -1.51713 -3.21653 1.18972 0.00
H -4.86910 3.61540 -1.71130 0.00
H 6.23799 2.13115 -1.63460 0.00
H -4.78898 -0.59461 0.33862 0.00
H 1.41878 -1.34074 5.08962 0.00
H -3.63375 -4.81976 -2.09218 0.00
H 3.11794 0.97309 6.16986 0.00
H -4.83031 1.88425 -2.12974 0.00
H 3.91232 2.96849 -1.60358 0.00
H -0.95208 -1.65169 -3.13371 0.00
H -1.64345 2.98760 7.19863 0.00
H 0.02331 2.40791 7.05764 0.00
H 6.61647 -0.37992 -1.41875 0.01
H -2.13736 -4.83039 2.92827 0.00
H -6.00039 -5.27562 1.12883 0.00
H -1.19702 -5.14821 -5.59382 0.00
H -5.38105 -3.64045 -0.60134 0.00
H 3.60778 -0.72984 6.10355 0.00
H 2.29225 -0.22498 7.18230 0.00
H -4.29092 2.41877 -0.52155 0.00
H 0.18414 3.43895 4.77195 0.00
```

Orbital gap (alpha / beta) ... 3.98 / 5.91 eV
HOMO (alpha / beta) ... 0.100 / -1.837 eV
Molecular weight ... 978.054 g mol⁻¹
Net charge ... -2
LUMO level (alpha / beta) ... 0.150 / 0.150 Eh
Multiplicity ... 2
⟨S²⟩ ... 0.775

***

## B
Below is C32H33CaF6N4O6P2S6 as an isolated structure, with properties calculated with ωB97M-V/def2-TZVPD.

```
90
Properties=species:S:1:pos:R:3:lowdin_spin:R:1
Ca -1.46341 0.36740 -1.43958 0.01
S 2.48277 2.64288 -4.22546 0.00
S -0.85826 -4.54320 -3.42894 0.02
S -2.97583 2.82142 -3.86291 0.00
S -0.05354 -1.63844 -2.87180 0.03
S 0.89972 2.02543 -1.21419 0.00
S -4.06304 2.27228 -1.48698 0.00
P 2.38787 1.72226 -2.51281 0.00
P 0.24735 -0.33625 1.33433 0.01
F -0.76706 4.09657 -4.43834 0.00
F -1.42641 4.38099 -2.39710 0.00
F -6.23342 3.81377 -1.26338 0.00
F -4.78541 4.05574 0.31903 0.00
F -2.45975 5.37686 -4.01188 0.00
F -6.02623 2.28942 0.24657 0.00
O 3.76666 2.06060 -1.71083 0.00
O 2.46837 0.11742 -2.65190 0.00
O -2.20011 1.64514 -3.51549 0.00
O -2.82842 2.45331 -0.74905 0.00
O -3.45101 2.96006 -5.20235 0.00
O -4.51763 0.91936 -1.62909 0.00
N -2.01163 -3.11526 -1.66439 -0.03
N -2.26782 -1.98101 -0.93008 0.22
N -2.86380 0.05511 0.84098 0.15
N -4.12155 3.11897 -2.81793 0.00
C 0.59433 -4.23463 -4.44878 0.00
C 0.07114 2.26383 2.26912 0.00
C -1.94433 -2.69954 3.92561 0.00
C -4.05364 0.79142 2.81057 0.12
C -1.74431 -3.97016 3.40773 0.00
C 2.27510 -1.59973 -0.02529 0.00
C -3.17499 -2.17134 0.01197 0.12
C 0.37828 0.95572 2.63535 0.00
C 4.32857 -1.07759 1.75942 0.00
C -4.75004 -0.44353 2.87763 0.07
C -0.92358 -4.13300 2.29987 0.00
C 4.58554 -1.81848 0.61323 0.00
C 3.04571 -0.61581 2.02039 0.00
C 3.55472 -2.07229 -0.27977 0.00
C -1.06500 -3.00341 -2.52902 0.08
C 3.98296 1.44542 -0.43887 0.00
C 0.15437 3.30102 3.18971 0.00
C 0.84569 1.73977 4.87738 0.00
C 5.43142 1.65925 -0.05794 0.00
C 0.54171 3.04100 4.49451 0.00
C -1.31623 -1.60257 3.35340 0.00
C -4.47556 -1.39911 1.94695 0.03
C -5.35988 3.16844 -0.49165 0.00
C -3.15759 0.96269 1.77592 0.01
C 4.60501 -0.60265 -3.55293 0.00
C -0.46792 -1.75857 2.25948 0.00
C -0.29852 -3.03714 1.72782 0.00
C 1.99675 -0.89125 1.14490 0.00
C -1.82056 4.24918 -3.65414 0.00
C 3.10088 -0.54049 -3.74730 0.00
C -3.50775 -1.16479 0.92925 0.13
C 0.76348 0.70887 3.95478 0.00
H 2.64998 -1.53359 -3.77640 0.00
H -0.22467 2.47477 1.24923 0.00
H 3.74732 -2.61268 -1.19918 0.00
H 2.84988 -0.01960 -4.67310 0.00
H -0.08772 4.31014 2.88059 0.00
H 1.14283 1.52837 5.89793 0.00
H 2.87416 -0.02107 2.90753 0.00
H 3.75269 0.37905 -0.49896 0.00
H 1.48538 -4.09532 -3.83896 0.00
H 5.63209 1.19073 0.90816 0.00
H 0.71109 -5.12248 -5.07283 0.00
H 5.02722 0.40305 -3.56342 0.00
H -4.22879 1.59143 3.51731 0.01
H -5.48328 -0.62681 3.65556 0.00
H 3.30697 1.88954 0.29630 0.00
H -1.52846 -0.61546 3.74257 0.00
H -0.79012 -5.11257 1.85741 0.00
H 5.65766 2.72450 0.01284 0.00
H 6.09169 1.21613 -0.80576 0.00
H 5.06291 -1.18545 -4.35676 0.00
H 1.49896 -1.73683 -0.77341 0.00
H -4.97487 -2.36142 1.96943 0.00
H -2.24691 -4.82453 3.84578 0.00
H 4.84633 -1.07372 -2.59717 0.00
H 0.45147 -3.35536 -5.07173 0.00
H -3.64563 -3.14943 0.09864 0.01
H 0.29950 -3.17903 0.83599 0.00
H 0.98436 -0.30610 4.26339 0.00
H -2.61863 -2.54946 4.76035 0.00
H 5.58884 -2.17286 0.40668 0.00
H -2.64230 1.91335 1.68082 0.00
H 0.60418 3.84763 5.21549 0.00
H 5.13174 -0.84627 2.44995 0.00
```

Orbital gap (alpha / beta) ... 4.27 / 6.31 eV
HOMO (alpha / beta) ... -0.171 / -2.213 eV
Molecular weight ... 978.054 g mol⁻¹
Net charge ... -2
LUMO level (alpha / beta) ... 0.151 / 0.151 Eh
Multiplicity ... 2
⟨S²⟩ ... 0.776

***

It is B that is the most stable of them.

***

## A
Below is an isolated ion of composition C6H14NO and charge +1, with properties calculated with ωB97M-V/def2-TZVPD.

```
22
Properties=species:S:1:pos:R:3:nbo_charge:R:1
O -0.51379 2.83905 -0.87870 -0.49
N 0.89176 1.88738 1.16348 -0.68
C -0.16869 -0.24380 0.24470 -0.22
C -1.36169 -1.85665 -1.31172 -0.63
C 0.14267 1.87921 -1.18674 0.43
C 0.67221 1.01115 -0.02404 -0.15
C 0.24558 -0.89781 1.55920 -0.66
C -0.04904 -1.20741 -0.98946 -0.39
H -2.11256 -1.77529 -0.51382 0.22
H 0.65729 -1.97021 -0.64863 0.22
H 1.80650 1.88350 1.61460 0.45
H 1.66528 0.62285 -0.30265 0.23
H 0.37065 -0.62190 -1.80099 0.20
H -1.20495 0.12460 0.26345 0.22
H 0.26144 1.50861 -2.21044 0.18
H 0.58535 2.83490 0.89928 0.47
H -1.32523 -2.93526 -1.45741 0.24
H 0.25964 -1.99123 1.57152 0.26
H -0.48296 -0.71217 2.35154 0.24
H 0.29448 1.61675 1.94383 0.45
H 1.26417 -0.62831 1.84556 0.20
H -1.89810 -1.36794 -2.13256 0.23
```

Orbital gap ... 11.24 eV
HOMO ... -14.903 eV
Molecular weight ... 116.184 g mol⁻¹
Net charge ... +1
LUMO level ... -0.135 Eh

***

## B
Below is a 2-piece molecular cluster, C6H14NO overall, with properties calculated with ωB97M-V/def2-TZVPD.

```
22
Properties=species:S:1:pos:R:3:nbo_charge:R:1
O 1.60294 0.01883 2.32402 -0.98
N 1.47033 0.85531 -0.38124 -0.69
C 0.84683 0.43927 -1.75803 -0.20
C -0.73797 -1.85417 0.36671 -0.36
C -1.72372 1.13721 1.00537 -0.38
C -0.94248 -0.77334 -0.37507 -0.06
C -0.22581 -0.66903 -1.71155 -0.45
C -1.92703 0.27477 0.02198 -0.23
H 0.32290 1.33399 -2.09414 0.22
H -0.82638 1.31890 1.57967 0.19
H -1.09982 -2.03666 1.37127 0.22
H 0.34393 -1.58664 -1.85318 0.23
H 1.54906 0.05204 0.24648 0.48
H 0.87429 1.59874 -0.01795 0.44
H -0.15328 -2.72335 0.09297 0.21
H -0.87795 -0.41674 -2.54592 0.25
H 2.33109 1.31057 -0.67192 0.44
H -2.91454 0.12814 -0.40367 0.24
H 1.74255 0.24914 -2.33829 0.22
H 1.35897 -0.88943 2.59332 0.49
H 1.54040 0.53275 3.12410 0.50
H -2.55431 1.69968 1.42508 0.22
```

Orbital gap ... 10.38 eV
HOMO ... -13.542 eV
Molecular weight ... 116.184 g mol⁻¹
Net charge ... +1
LUMO level ... -0.116 Eh

***

It is A that is the most stable of them.

***

## A
Below is an isolated ion of composition C6H14NO and charge +1, with properties calculated with ωB97M-V/def2-TZVPD.

```
22
Properties=species:S:1:pos:R:3:nbo_charge:R:1
O 1.04484 -0.48146 0.47654 -0.33
N -1.01308 0.11625 -0.43409 -0.23
C -1.59294 0.80425 0.75877 -0.41
C -0.05729 -0.93164 -0.08576 0.03
C -2.13908 -0.43248 -1.29163 -0.39
C 2.00647 -1.11676 1.00660 0.25
C 3.23265 -0.32428 1.28462 -0.69
C -0.44221 1.14782 -1.21798 -0.41
H 2.91149 0.71085 1.05462 0.23
H 0.45837 1.47345 -0.69361 0.23
H 2.03147 -2.16982 1.11609 0.18
H -1.27686 1.94906 -1.28789 0.22
H -2.53861 -1.25898 -0.65359 0.23
H -0.92606 1.62235 0.99012 0.23
H -1.66420 -0.79492 -2.19671 0.24
H -0.17700 0.79890 -2.21874 0.24
H 4.05760 -0.59514 0.59763 0.25
H -0.42790 -1.89844 -0.13121 0.20
H -1.68913 -0.00231 1.45237 0.23
H -2.85048 0.43881 -1.38805 0.24
H 3.59594 -0.26083 2.28084 0.25
H -2.54399 1.20533 0.58107 0.22
```

Orbital gap (alpha / beta) ... 7.71 / 8.62 eV
HOMO (alpha / beta) ... -11.429 / -11.870 eV
Molecular weight ... 116.184 g mol⁻¹
Net charge ... +1
LUMO level (alpha / beta) ... -0.137 / -0.119 Eh

***

## B
Below is a 2-piece molecular cluster, C6H14NO overall, with properties calculated with ωB97M-V/def2-TZVPD.

```
22
Properties=species:S:1:pos:R:3:nbo_charge:R:1
O 1.37551 0.38293 0.77277 -0.31
N 4.77683 -0.88355 -0.33862 -1.07
C -0.60902 1.66413 0.26218 0.34
C -1.04452 1.04164 -0.94898 -0.58
C -2.70673 -0.80720 0.77873 -0.62
C -1.32600 -1.22733 0.26957 -0.40
C -0.85410 -0.48535 -1.00479 -0.40
C 0.74730 1.38148 0.84015 0.29
H -2.87190 0.24170 0.60521 0.17
H -0.46774 1.53412 -1.76361 0.38
H -2.81550 -0.92147 1.85375 0.24
H 4.26745 -1.11854 0.49928 0.36
H -1.31827 -2.28960 0.04626 0.24
H 0.18935 -0.74330 -1.16572 0.25
H -1.44699 -0.88482 -1.82482 0.25
H -0.58070 -1.05914 1.04879 0.20
H 5.73528 -0.64068 -0.13473 0.37
H -0.95918 2.67533 0.47509 0.24
H -3.49565 -1.35330 0.27372 0.24
H 4.34461 -0.08712 -0.78548 0.35
H 1.14657 2.26954 1.37348 0.18
H -2.08659 1.31054 -1.13224 0.30
```

Orbital gap ... 3.64 eV
HOMO ... -12.252 eV
Molecular weight ... 116.184 g mol⁻¹
Net charge ... +1
LUMO level ... -0.316 Eh

***

It is B that is the most stable of them.